Record 1
Computed, not measured: the molecule C3H10NOP at a distorted geometry, with the ωB97M-V functional and the def2-TZVPD basis.

ORCA input file:
```
! wB97M-V def2-TZVPD RIJCOSX def2/J DEFGRID3
* xyz 0 1
C -0.1584 -0.6130 -1.6785
N -0.5133 0.2441 -0.5935
C -0.2515 1.6262 -0.4923
P -0.7037 -0.6034 0.8523
C 0.9699 -0.5421 1.5728
O -1.0975 -2.3043 0.7357
H -0.1475 -1.6031 -1.2423
H -0.7744 -0.4916 -2.6477
H 0.8186 -0.3754 -1.9086
H 0.7069 2.0809 -0.9683
H -1.0492 2.4127 -0.8950
H -0.1562 1.8889 0.5639
H -1.6286 0.2827 1.6912
H 1.5274 0.3824 1.5875
H 1.0395 -1.0727 2.5790
H 1.4178 -1.3123 0.8437
*
```

Output
E_tot in hartree: -591.583285
Relative energy (zero: lowest compared OMol25 entry of this formula, charge and spin) in kcal per mole: 62.4
Gap between HOMO and LUMO in eV: 10.07
LUMO in eV: 0.7

Record 2
Computed, not measured: a structure of composition C48H58N4O4PSSiSr at a distorted geometry, with the ωB97M-V functional and the def2-TZVPD basis.

ORCA input file:
```
! wB97M-V def2-TZVPD RIJCOSX def2/J DEFGRID3
* xyz 1 1
Sr -0.2078 -0.1219 2.5616
C 0.5492 4.9583 -1.4225
C -0.0346 5.4172 -0.0977
C -0.8075 6.5690 0.2236
C -0.9815 6.8487 1.5681
C -0.6765 5.8701 2.5005
C -0.1928 4.5938 2.0901
N 0.2311 4.5064 0.8250
C -0.1595 3.5569 3.0798
C -1.1488 3.8005 4.0709
C -0.7180 3.6960 5.3711
C 0.6326 3.2517 5.5550
C 1.0287 2.3342 4.5311
N 0.7474 2.5256 3.1825
C 1.3385 1.0078 5.0720
C 1.0058 0.7908 6.4267
C 1.6908 -0.2235 7.0855
C 2.5463 -1.0323 6.2876
C 2.6238 -0.8994 4.9108
C 3.4590 -1.7777 4.0793
N 1.9043 0.0650 4.2598
H 0.0460 5.4486 -2.3555
H 0.5633 3.9218 -1.3419
H 1.7334 5.1915 -1.2987
H -1.1214 7.2071 -0.5542
H -1.3886 7.8202 1.8235
H -0.8103 6.0191 3.5619
H -2.0751 4.2470 3.7587
H -1.3472 3.8893 6.2191
H 1.1333 3.3120 6.5189
H 0.2238 1.4006 6.8621
H 1.7032 -0.4274 8.1507
H 3.1158 -1.8550 6.7426
H 4.5045 -1.8878 4.5005
H 3.4537 -1.3859 3.0215
H 2.9901 -2.7560 3.8811
O -2.2255 -1.7778 2.2843
N -1.4466 -1.7433 1.0076
C -2.0266 -2.4409 0.0628
C -3.3774 -3.0687 0.2075
C -3.5268 -4.4134 0.6108
C -4.8086 -4.9371 0.8025
C -5.9676 -4.1762 0.5701
C -5.8373 -2.8585 0.0886
C -4.5617 -2.2455 0.0653
P -4.4553 -0.4421 -0.0403
C -4.7933 0.0285 1.7016
C -5.9986 -0.4766 2.1535
C -6.6456 0.1696 3.2100
C -5.9532 1.1271 3.9353
C -4.6004 1.3693 3.7057
C -4.0096 0.8423 2.6121
C -5.7503 0.2097 -1.1276
C -5.6325 0.1024 -2.5179
C -6.6551 0.4893 -3.3767
C -7.8751 0.9447 -2.8716
C -7.9889 1.0727 -1.4949
C -6.8686 0.9441 -0.6955
H -2.8398 -0.9809 2.3229
H -1.5141 -2.5532 -0.9015
H -2.6329 -5.0568 0.6806
H -4.9164 -5.9626 1.0781
H -6.9563 -4.5477 0.7723
H -6.7699 -2.2938 -0.1365
H -6.4868 -1.2883 1.6260
H -7.6508 -0.1208 3.5351
H -6.4559 1.5357 4.8074
H -4.0320 1.9452 4.4243
H -2.9704 1.1188 2.3249
H -4.7849 -0.3266 -2.9634
H -6.4197 0.4092 -4.4229
H -8.7609 1.0846 -3.4796
H -8.9281 1.3153 -1.0240
H -6.8769 1.3548 0.3365
C 4.2461 0.5133 -0.5622
C 5.0164 0.9418 -1.8432
C 6.4846 0.4040 -1.9973
C 4.7972 2.4255 -2.2602
O 4.4317 -0.0642 -3.0316
Si 3.5053 -1.3456 -2.7683
S 2.3167 -0.5886 -1.1311
O 4.0174 -2.8212 -2.1769
C 4.6111 -4.0730 -2.5558
C 3.9031 -4.5830 -3.7859
C 4.2284 -4.9735 -1.3877
C 6.1415 -4.0254 -2.4981
O 2.2963 -1.3418 -3.8618
C 2.4473 -0.6894 -5.3842
C 1.4561 -1.4756 -6.3253
C 1.6455 0.6196 -5.1631
C 3.8224 -1.0674 -5.9855
H 3.9651 1.3252 0.1035
H 4.8016 -0.2888 -0.0001
H 1.3575 -0.5819 0.3612
H 7.1246 0.9234 -1.2762
H 6.9356 0.5337 -2.9733
H 6.5427 -0.6896 -1.7660
H 4.7237 3.1209 -1.4201
H 3.9304 2.5640 -2.9023
H 5.7103 2.7723 -2.8131
H 2.8347 -4.5592 -3.5931
H 4.1469 -5.6416 -3.9248
H 4.1153 -4.0232 -4.6919
H 3.2058 -4.8309 -1.0415
H 4.8998 -4.7757 -0.5328
H 4.3491 -6.0382 -1.6428
H 6.7092 -3.4713 -3.3119
H 6.5480 -5.0311 -2.3551
H 6.4406 -3.3973 -1.6217
H 0.4010 -1.3391 -6.2703
H 1.5772 -2.5641 -6.1833
H 1.7723 -1.1789 -7.3488
H 2.1065 1.2504 -4.3966
H 0.6773 0.2765 -4.7793
H 1.5772 1.2122 -6.0937
H 3.9135 -2.1579 -5.9698
H 4.7173 -0.7645 -5.3507
H 3.9959 -0.7355 -7.0119
*
```

Output
E_tot in hartree: -3443.106191
Relative energy (zero: lowest compared OMol25 entry of this formula, charge and spin) in kcal per mole: 168.3
Gap between HOMO and LUMO (spin up / spin down) in eV: 3.23 / 3.24
LUMO (spin up / spin down) in eV: -3.2 / -3.2

Record 3
Computed, not measured: the molecule C3H3ClS at a distorted geometry, with the ωB97M-V functional and the def2-TZVPD basis.

ORCA input file:
```
! wB97M-V def2-TZVPD RIJCOSX def2/J DEFGRID3
* xyz 0 1
C 0.5155 1.7782 0.0202
C 0.4942 0.3958 -0.0374
Cl 1.9319 -0.5875 -0.0377
C -0.6391 -0.4635 0.1198
S -2.2271 -0.2146 -0.0637
H -0.3741 2.3261 0.3791
H 1.3778 2.4414 -0.0495
H -0.4367 -1.6101 0.7148
*
```

Output
E_tot in hartree: -974.406846
Relative energy (zero: lowest compared OMol25 entry of this formula, charge and spin) in kcal per mole: 23.1
Gap between HOMO and LUMO in eV: 7.70
LUMO in eV: -1.3

Record 4
Computed, not measured: a structure of composition C29H26ClN3O2Y, with the ωB97M-V functional and the def2-TZVPD basis.

ORCA input file:
```
! wB97M-V def2-TZVPD RIJCOSX def2/J DEFGRID3
* xyz 1 1
Y -0.4355 -2.1059 -0.2947
C 0.7533 4.3542 2.1155
C 1.6956 4.2896 0.9473
C 2.6314 5.2932 0.7220
C 3.5085 5.2408 -0.3509
C 3.4485 4.1784 -1.2394
C 2.5127 3.1735 -1.0490
C 1.6575 3.2252 0.0444
N 0.6706 2.2158 0.2531
C 0.8244 0.8754 0.1299
N 2.0781 0.4108 0.1819
C 2.6548 -0.9016 0.0474
C 1.8794 -2.0505 -0.1218
C 2.6001 -3.2556 -0.2162
C 3.9814 -3.3108 -0.1441
C 4.6937 -2.1332 0.0221
C 4.0559 -0.9039 0.1202
C 4.8691 0.3493 0.3068
N -0.2455 0.0890 0.0099
C -1.5343 0.7349 -0.0735
C -2.3406 0.7742 1.0585
C -3.6031 1.3423 1.0004
C -4.0592 1.8717 -0.1980
C -3.2528 1.8301 -1.3251
C -1.9800 1.2667 -1.2898
C -1.1128 1.2695 -2.5181
H 1.0047 5.1911 2.7632
H 0.7885 3.4389 2.7089
H -0.2833 4.4943 1.7955
H 2.6756 6.1276 1.4107
H 4.2315 6.0321 -0.4943
H 4.1167 4.1386 -2.0890
H 2.4413 2.3595 -1.7603
H -0.2822 2.5244 0.3817
H 2.7571 1.1374 0.3523
H 2.0600 -4.1912 -0.3345
H 4.5079 -4.2534 -0.2124
H 5.7754 -2.1566 0.0805
H 5.9309 0.1138 0.2972
H 4.6593 0.8409 1.2622
H 4.6956 1.0825 -0.4860
H -1.9726 0.3542 1.9873
H -4.2248 1.3709 1.8849
H -5.0431 2.3170 -0.2570
H -3.6148 2.2429 -2.2589
H -1.7109 1.4182 -3.4149
H -0.5471 0.3426 -2.6404
H -0.3718 2.0724 -2.4754
Cl -6.3517 -6.8539 0.5699
C -5.2001 -5.5747 0.3957
C -5.6545 -4.2491 0.2945
C -4.7760 -3.2027 0.1551
C -3.3917 -3.4351 0.1099
O -2.5460 -2.4466 -0.0266
C -2.9372 -4.7761 0.2106
C -1.5582 -5.1236 0.1665
O -0.5966 -4.3346 0.0382
C -3.8620 -5.8377 0.3551
H -6.7190 -4.0575 0.3284
H -5.1291 -2.1833 0.0782
H -1.3211 -6.1906 0.2530
H -3.5021 -6.8560 0.4315
*
```

Output
E_tot in hartree: -1933.878354
Gap between HOMO and LUMO in eV: 7.43
LUMO in eV: -3.4